(1)
This record from the Open Molecules 2025 dataset describes C22H27LuN4O2S3 as an isolated structure in a non-equilibrium geometry. The level of theory is ωB97M-V with the def2-TZVPD basis set.

The geometry in ORCA input format:
```
! RIJCOSX wB97M-V def2-TZVPD def2/J DEFGRID3
* xyz 2 1
Lu -0.8207 0.0472 1.8488
C -1.5758 1.7972 5.1350
C -2.0231 0.3740 4.9652
N -1.7937 -0.3088 3.8264
C -2.2745 -1.5889 3.8631
C -2.8683 -1.8815 5.0471
S -2.8485 -0.5683 6.1279
C -2.2739 -2.4104 2.5763
C -2.8925 -3.6139 2.4035
S -2.8545 -4.1341 0.7770
C -2.0950 -2.6331 0.3330
N -1.7995 -1.8602 1.3971
C -1.8757 -2.2209 -1.0863
H -2.4103 2.4923 5.1345
H -0.8523 2.0385 4.2799
H -1.0143 1.9083 6.0740
H -3.2713 -2.8393 5.3844
H -3.4490 -4.1457 3.1986
H -0.8442 -2.4644 -1.4197
H -1.9579 -1.1435 -1.0387
H -2.6114 -2.6519 -1.7922
C 1.6369 1.1084 -5.2826
C 0.7318 1.3378 -4.0270
C 1.1664 2.0931 -2.9037
C 0.3553 2.2709 -1.7895
C 0.9433 3.0772 -0.6113
C -0.9508 1.8277 -1.8262
C -1.4414 1.0973 -2.8901
C -2.8969 0.6599 -3.0144
C -0.6047 0.9221 -4.0040
C -1.8238 2.1292 -0.5465
O -2.7658 2.8860 -0.6217
O -1.4739 1.5211 0.5810
H 2.6256 1.5837 -5.1511
H 0.9743 1.5730 -6.0520
H 1.7022 0.0025 -5.5020
H 2.1519 2.5268 -2.9603
H 1.5317 3.9111 -1.0304
H 1.5231 2.5449 0.1298
H 0.0655 3.4896 -0.0411
H -3.4431 0.9003 -2.1453
H -3.0922 -0.3702 -3.2779
H -3.3788 1.1646 -3.9091
H -0.9316 0.3277 -4.8307
C 4.8336 0.2611 1.3963
N 3.7761 -0.4840 0.6701
C 4.0543 -1.3822 -0.4733
C 2.6974 -1.9584 -0.8328
N 1.8046 -1.3388 0.1125
C 2.4543 -0.4211 0.8722
S 1.7408 0.5700 2.0845
H 5.7620 -0.2214 1.1039
H 4.6588 0.1603 2.4605
H 4.8003 1.3208 1.1723
H 4.7231 -2.1920 -0.2118
H 4.5529 -0.8044 -1.2468
H 2.7204 -3.0978 -0.7466
H 2.4241 -1.6867 -1.9108
H 0.7985 -1.5024 0.2208
*
```

Results
**LUMO energy**: -6.46 eV
**E_HOMO**: -13.2 eV
**Energy relative to the best compared isomer or geometry (same formula, charge and spin)**: 79.3 kJ/mol

***

(2)
This record from the Open Molecules 2025 dataset describes a 4-piece molecular cluster, C27H26BF3O5S overall in a non-equilibrium geometry. The level of theory is ωB97M-V with the def2-TZVPD basis set.

The geometry in ORCA input format:
```
! RIJCOSX wB97M-V def2-TZVPD def2/J DEFGRID3
* xyz 0 1
O -0.8600 3.4278 -2.5677
C -1.2664 2.3127 -2.5682
C -1.4411 1.4547 -3.7939
C -1.1069 0.1855 -3.6873
C -1.2879 -0.7609 -4.8764
C -2.7550 -0.6225 -5.3850
O -2.8699 0.3348 -6.4322
C -0.5648 -0.2835 -2.3411
O 0.2881 -1.0991 -2.2611
C -1.2379 0.3555 -1.1287
C -1.4753 -0.4589 0.1390
B -0.4053 0.0231 1.2213
O 0.9739 -0.1895 1.0774
O -0.8856 0.7039 2.3079
C -1.6064 1.6215 -1.2440
S -2.4509 2.5912 -0.0042
H -1.8352 1.8922 -4.7071
H -0.5954 -0.4171 -5.6525
H -1.1442 -1.8113 -4.6096
H -3.1437 -1.5915 -5.7306
H -3.3935 -0.3061 -4.5471
H -3.5276 1.0008 -6.2069
H -1.3240 -1.5341 -0.0484
H -2.5127 -0.3514 0.4703
H 1.3084 0.6541 0.7342
H -0.1645 0.9060 2.9278
H -3.7499 2.1959 -0.0205
F 1.5460 1.5143 3.5803
C 1.6660 2.8472 3.8054
C 0.7292 3.7062 3.2658
C 0.8524 5.0681 3.5005
C 1.9112 5.5497 4.2593
C 2.8457 4.6697 4.7893
C 2.7212 3.3061 4.5661
H -0.0855 3.3113 2.6697
H 0.1223 5.7533 3.0905
H 2.0074 6.6130 4.4375
H 3.6730 5.0453 5.3770
H 3.4345 2.6029 4.9769
F 7.5670 -1.2695 0.0424
C 6.4605 -0.8511 0.6858
C 5.8122 0.2850 0.2429
C 4.6694 0.7116 0.9048
C 4.1964 0.0054 2.0032
C 4.8633 -1.1319 2.4378
C 6.0006 -1.5683 1.7729
H 6.2008 0.8262 -0.6102
H 4.1478 1.5971 0.5629
H 3.3082 0.3416 2.5189
H 4.4973 -1.6804 3.2960
H 6.5293 -2.4575 2.0915
F -4.9644 -2.5741 -1.8782
C -4.4262 -3.5802 -1.1612
C -3.5565 -4.4592 -1.7775
C -2.9987 -5.4912 -1.0364
C -3.3236 -5.6380 0.3055
C -4.2025 -4.7491 0.9091
C -4.7545 -3.7094 0.1744
H -3.3211 -4.3333 -2.8266
H -2.3105 -6.1814 -1.5064
H -2.8903 -6.4462 0.8806
H -4.4590 -4.8651 1.9541
H -5.4348 -3.0016 0.6303
*
```

Results
**LUMO energy**: -0.65 eV
**E_HOMO**: -9.1 eV
**Structure (SMILES)**: O=C1C=C(CCO)C(=O)C(CB(O)O)=C1S.Fc1ccccc1.Fc1ccccc1.Fc1ccccc1
**Energy relative to the best compared isomer or geometry (same formula, charge and spin)**: 44.2 kJ/mol

***

(3)
This record from the Open Molecules 2025 dataset describes C25H23BaN9O3S as an isolated structure. The level of theory is ωB97M-V with the def2-TZVPD basis set.

The geometry in ORCA input format:
```
! RIJCOSX wB97M-V def2-TZVPD def2/J DEFGRID3
* xyz 0 1
Ba 0.8411 0.3395 -0.7109
O 3.1937 -0.1952 -1.6478
C 2.8775 -1.3488 -2.1199
N 3.0207 -2.5170 -1.5880
C 3.6654 -2.5416 -0.2919
C 2.6932 -2.7492 0.8478
C 3.0003 -3.6240 1.8854
C 2.1449 -3.7323 2.9676
C 0.9922 -2.9628 2.9875
C 0.7514 -2.1285 1.9100
N 1.5720 -2.0211 0.8631
C 2.1181 -1.3547 -3.4307
C 2.3124 -2.3266 -4.4018
C 1.5450 -2.2705 -5.5505
C 0.5885 -1.2727 -5.6778
C 0.4440 -0.3639 -4.6446
N 1.2047 -0.3861 -3.5494
H 4.2064 -1.6089 -0.0789
H 4.3884 -3.3599 -0.2697
H 3.9095 -4.2081 1.8315
H 2.3720 -4.4081 3.7824
H 0.2897 -3.0048 3.8079
H -0.1403 -1.5061 1.8885
H 3.0452 -3.1006 -4.2278
H 1.6795 -3.0027 -6.3366
H -0.0412 -1.2048 -6.5538
H -0.3089 0.4148 -4.6876
N -8.0424 1.0505 0.6245
C -6.6826 0.9575 0.3626
C -5.9569 -0.1638 0.7772
C -4.5968 -0.2356 0.5539
C -3.9439 0.8115 -0.0836
C -4.6481 1.9312 -0.4937
C -6.0107 2.0026 -0.2751
S -2.2097 0.7102 -0.3234
O -1.8364 1.6638 -1.3691
O -1.8857 -0.6763 -0.6489
N -1.3684 1.0085 0.9813
C -1.1385 2.3200 1.3204
N -2.1388 3.2042 1.4072
C -1.8137 4.4333 1.7791
C -0.5148 4.8152 2.0760
C 0.4514 3.8372 1.9201
N 0.1643 2.5995 1.5357
H -8.5211 0.1775 0.7717
H -8.5596 1.6853 0.0394
H -6.4680 -0.9805 1.2727
H -4.0370 -1.1096 0.8598
H -4.1210 2.7386 -0.9829
H -6.5652 2.8764 -0.5960
H -2.6280 5.1482 1.8465
H -0.2753 5.8198 2.3906
H 1.5020 4.0453 2.0987
N 4.1707 1.2272 0.6541
C 5.2803 0.9416 1.3625
C 4.8687 0.2950 2.5027
C 3.4720 0.2054 2.3667
N 3.0540 0.7688 1.2444
H 4.1394 1.4281 -0.3337
H 6.2588 1.2080 1.0010
H 5.4798 -0.0648 3.3111
H 2.7558 -0.2351 3.0428
*
```

Results
**LUMO energy**: 0.40 eV
**E_HOMO**: -8.0 eV
**Energy relative to the best compared isomer or geometry (same formula, charge and spin)**: 54.5 kJ/mol

***

(4)
This record from the Open Molecules 2025 dataset describes a 2-piece molecular cluster, C4H5NO3 overall in a non-equilibrium geometry. The level of theory is ωB97M-V with the def2-TZVPD basis set.

The geometry in ORCA input format:
```
! RIJCOSX wB97M-V def2-TZVPD def2/J DEFGRID3
* xyz 0 1
C 0.9997 0.4369 0.8682
C 0.1572 -0.6871 0.9711
C -0.6233 -0.7567 -0.1793
C 0.8435 0.9494 -0.3137
H 1.4516 0.4166 2.7645
H -0.1466 -1.1669 1.9478
H -2.8489 -0.6047 -0.8165
H -0.1812 -0.5098 -2.7787
H 1.0316 2.2397 -0.3492
N -0.1094 0.2182 -1.0637
O 1.9456 0.6810 1.8385
O -1.7838 -1.5109 -0.5270
O -0.7360 0.2943 -2.3620
*
```

Results
**LUMO energy**: -0.65 eV
**E_HOMO**: -8.2 eV
**Energy relative to the best compared isomer or geometry (same formula, charge and spin)**: 742.6 kJ/mol

***

(5)
This record from the Open Molecules 2025 dataset describes an isolated molecule of C3H5NO in a non-equilibrium geometry. The level of theory is ωB97M-V with the def2-TZVPD basis set.

The geometry in ORCA input format:
```
! RIJCOSX wB97M-V def2-TZVPD def2/J DEFGRID3
* xyz 0 1
C -1.2765 -0.0512 -0.0761
C 0.2254 -0.1679 0.3205
O 1.0393 -1.1029 -0.5050
C 1.0170 0.9921 -0.0428
N 1.7689 1.7938 -0.3930
H -1.3863 0.1200 -1.1495
H -1.7810 0.7918 0.4365
H -1.8381 -0.9470 0.2136
H 0.2468 -0.3422 1.4200
H 1.9844 -1.0865 -0.2241
*
```

Results
**LUMO energy**: 0.68 eV
**E_HOMO**: -11.0 eV
**Structure (SMILES)**: C[C@@H](O)C#N
**Energy relative to the best compared isomer or geometry (same formula, charge and spin)**: 109.2 kJ/mol

***

(6)
This record from the Open Molecules 2025 dataset describes C17H39N8O4SSeV as an isolated structure. The level of theory is ωB97M-V with the def2-TZVPD basis set.

The geometry in ORCA input format:
```
! RIJCOSX wB97M-V def2-TZVPD def2/J DEFGRID3
* xyz 1 2
V 0.3901 -0.3380 -0.3274
C 1.5989 2.6094 1.4396
C 2.4981 1.8197 0.5027
N 1.8041 1.2786 -0.6691
C 1.2603 2.2465 -1.6454
C -0.2518 2.3640 -1.5229
N -0.8497 1.0219 -1.5040
C -2.3077 1.0508 -1.3279
C -2.8851 -0.3595 -1.3768
C -2.7671 -1.1487 -0.0936
N -1.1557 -2.1253 1.3944
C -1.4311 -1.3639 2.6098
C -1.0885 0.1142 2.4761
N 0.1808 0.4736 1.8081
C 0.3030 1.9467 1.9327
H 1.3210 3.5525 0.9621
H 2.2118 2.8938 2.2970
H 2.9179 0.9529 1.0174
H 3.3344 2.4641 0.2080
H 2.4590 0.6729 -1.1588
H 1.5039 1.8757 -2.6423
H 1.7291 3.2291 -1.5409
H -0.6404 2.9719 -2.3486
H -0.5264 2.8786 -0.5993
H -0.6729 0.5697 -2.4118
H -2.7714 1.6670 -2.1065
H -2.5373 1.5308 -0.3692
H -2.4181 -0.9220 -2.1882
H -3.9519 -0.3046 -1.6050
H -3.1994 -2.1419 -0.2183
H -3.2577 -0.6266 0.7344
H -1.7574 -2.9398 1.2812
H -0.8385 -1.8279 3.4033
H -2.4791 -1.4027 2.9306
H -1.1166 0.5385 3.4863
H -1.8772 0.6179 1.9146
H 0.9559 0.0169 2.2858
H 0.1465 2.2345 2.9782
H -0.5504 2.3513 1.3869
C -0.2380 -5.2874 -2.7424
S -0.1670 -3.8619 -1.6567
O -0.5458 -2.7547 -2.7637
O -1.3540 -4.0139 -0.7890
O -1.3745 -1.3293 0.2419
H -1.1798 -5.2619 -3.2886
H -0.1842 -6.1781 -2.1185
H 0.6127 -5.2512 -3.4224
C 1.0635 -4.6770 1.7723
N 1.6989 -3.7443 2.6931
C 1.7637 -3.8782 4.0646
C 2.4711 -2.8302 4.5320
N 2.8320 -2.0671 3.4369
C 3.6419 -0.8628 3.4930
C 2.3488 -2.6280 2.3047
Se 2.5157 -2.0545 0.5469
H 0.6759 -5.5139 2.3475
H 1.7983 -5.0302 1.0515
H 0.2648 -4.1709 1.2356
H 1.3175 -4.7102 4.5789
H 2.7636 -2.5674 5.5326
H 4.4192 -0.9891 4.2430
H 3.0319 0.0040 3.7527
H 4.0952 -0.7127 2.5163
N 1.5185 -2.2625 -3.9431
C 0.5076 -1.6903 -3.1055
N -0.3472 -0.7638 -3.8545
O 1.0355 -1.1593 -2.0245
H 1.1526 -2.9243 -4.6140
H 2.2536 -2.6745 -3.3831
H 0.2529 -0.2855 -4.5185
H -1.0312 -1.2841 -4.3933
*
```

Results
**LUMO energy (spin up / spin down)**: -1.86 / -1.87 eV
**E_HOMO (spin up / spin down)**: -8.8 / -8.2 eV
**Energy relative to the best compared isomer or geometry (same formula, charge and spin)**: 383.8 kJ/mol